Entry 1:
49
Properties=species:S:1:pos:R:3 method="wB97M-V/def2-TZVPD" energy_ev=-106168.48843 molar_mass_g_mol=637.34 largest_force_ev_per_a=2.65 total_charge=+1 e_homo_ha="-0.4100 / -0.4097"
V 1.9626 -0.5023 -1.3912
C 4.7462 -1.7932 -0.7330
O 3.4033 -1.4463 -0.2885
C 2.8647 -2.0408 0.8245
C 3.2129 -3.3156 1.3154
C 2.5094 -3.8250 2.4150
C 1.3586 -3.2132 2.8899
C 0.9769 -2.0025 2.3101
C 1.7351 -1.4027 1.2980
N 1.3918 -0.2277 0.4753
N 0.4770 0.4841 0.9619
C -0.0743 1.5185 0.3158
C 0.3914 1.9157 -0.9049
O 1.3948 1.3246 -1.4644
C -0.2003 3.0609 -1.6091
C -1.3748 3.6019 -1.1835
C -1.8867 3.1343 0.0395
C -3.0903 3.7203 0.5118
C -3.6110 3.4394 1.7212
C -2.8682 2.6147 2.6363
C -1.7704 1.9962 2.1284
C -1.2307 2.2539 0.8692
H 4.6530 -2.7350 -1.4370
H 5.3309 -2.0152 0.1575
H 5.1614 -0.9094 -1.2215
H 4.0565 -3.8374 0.8755
H 2.7512 -4.7830 2.8267
H 0.7351 -3.6297 3.6727
H 0.0283 -1.6363 2.6053
H 0.2126 3.3289 -2.5807
H -1.9457 4.3585 -1.7648
H -3.6558 4.3039 -0.1581
H -4.5386 3.8573 1.9987
H -3.2156 2.3864 3.6176
H -1.2276 1.3440 2.7361
S 2.7706 -3.2359 -4.6198
Sb 0.8247 -2.3853 -4.3297
S 0.4963 -1.9985 -1.5917
S 3.4446 -0.3929 -3.1095
S 1.6028 0.0448 -3.8146
C -4.0337 -0.4066 -0.2319
C -2.5582 -0.2210 -0.5150
N -2.2275 0.4281 -1.6476
O -1.7498 -0.8188 0.2062
H -4.5642 -0.5090 -1.1933
H -4.3335 0.5098 0.3078
H -4.1052 -1.3646 0.3811
H -2.9283 0.7771 -2.2706
H -1.3022 0.2449 -2.0372

---

Entry 2:
48
Properties=species:S:1:pos:R:3 method="wB97M-V/def2-TZVPD" energy_ev=-53952.51750 molar_mass_g_mol=800.80 largest_force_ev_per_a=5.12 total_charge=+2 e_homo_ha=-0.5364
Ta -0.0018 0.4623 0.4374
C 0.5124 -0.5071 -2.7359
N 0.0184 0.6927 -2.0106
C -1.3385 1.0526 -2.4936
C 0.9832 1.7673 -2.2213
C 0.9884 2.5039 -3.3897
C 1.9038 3.5291 -3.5598
C 2.7637 3.8294 -2.5193
C 2.7666 3.0761 -1.3557
C 1.9247 1.9745 -1.2067
N 1.8277 1.0543 -0.1163
C 2.8849 0.8236 0.8191
C 3.9594 1.6441 1.1594
C 4.8955 1.2495 2.1032
C 4.7788 0.0379 2.7585
C 3.6834 -0.7653 2.4878
C 2.7523 -0.3656 1.5507
N 1.5896 -1.1898 1.2383
C 2.0026 -2.1652 0.1926
C 1.0617 -1.9090 2.4237
H 0.5671 -0.2790 -3.8014
H 1.5113 -0.7619 -2.3908
H -0.1561 -1.3521 -2.5940
H -1.3642 1.1075 -3.5819
H -2.0523 0.2883 -2.1959
H -1.6400 2.0206 -2.0941
H 0.2750 2.3048 -4.1782
H 1.9268 4.0940 -4.4808
H 3.4390 4.6704 -2.5958
H 3.4300 3.4065 -0.5847
H 4.1070 2.6147 0.7354
H 5.7117 1.9183 2.3385
H 5.5180 -0.2761 3.4818
H 3.5629 -1.6912 3.0332
H 2.7811 -2.8105 0.6022
H 1.1639 -2.7833 -0.1176
H 2.4122 -1.6330 -0.6620
H 1.7340 -2.7136 2.7219
H 0.9406 -1.2235 3.2604
H 0.1080 -2.3706 2.1816
F 0.0723 3.7534 2.9711
Te -1.0284 2.4336 2.3142
F -1.4761 1.9735 4.0306
F 0.6102 1.3112 2.5782
F -2.2825 3.6849 1.8518
F -0.1267 2.8687 0.5994
O -1.6921 1.0206 1.4439
I -1.4915 -1.7267 -0.1383

---

Entry 3:
74
Properties=species:S:1:pos:R:3 method="wB97M-V/def2-TZVPD" energy_ev=-72711.39693 spin_multiplicity=2 molar_mass_g_mol=530.48 largest_force_ev_per_a=3.59 total_charge=0 e_homo_ha="-0.2737 / -0.2744"
O 0.8122 -0.4441 0.1657
V 1.9404 -0.3778 -0.9044
C 4.7185 -1.0855 -3.6621
C 4.3405 0.3551 -3.3165
O 3.2155 0.4873 -2.5274
H 3.9060 -1.6926 -4.0634
H 5.1128 -1.6872 -2.8363
H 5.5747 -0.9815 -4.3370
H 4.1973 0.8736 -4.2769
H 5.2250 0.8516 -2.8917
C 5.5661 -2.2281 1.4188
C 4.6892 -2.1628 0.1676
O 3.5304 -1.4015 0.3134
H 6.4307 -2.8715 1.2435
H 5.0406 -2.7556 2.2169
H 5.8205 -1.1949 1.6605
H 4.4722 -3.2285 -0.0109
H 5.2552 -1.7682 -0.6844
C -0.1248 1.0538 -2.9060
O 0.3773 0.0991 -2.3055
N -1.3799 1.4495 -2.6106
N 0.5324 1.8430 -3.7625
H -1.8013 1.0117 -1.7977
H -1.9344 2.0774 -3.1614
H 0.0809 2.6609 -4.1199
H 1.5401 1.7115 -3.7261
C 1.7590 -3.4887 -2.2416
O 1.5099 -2.4011 -1.7447
N 2.9999 -3.9132 -2.5359
N 0.8108 -4.4481 -2.3816
H 3.2384 -4.5706 -3.2553
H 3.7379 -3.2717 -2.2796
H 0.9532 -5.3019 -2.8838
H -0.0969 -4.2047 -2.0204
C -1.0735 2.1109 0.9717
O -1.6797 1.1466 0.5045
N -0.4458 3.0324 0.2138
N -0.9044 2.3211 2.2909
H -0.6590 2.9934 -0.7684
H 0.0863 3.7868 0.5992
H -0.0452 2.7078 2.6398
H -1.4434 1.6999 2.8718
C 3.0078 1.8261 1.3913
O 2.4761 1.5936 0.3163
N 3.7585 0.8707 2.0115
N 2.8970 2.9728 2.0663
H 4.1091 0.9508 2.9484
H 3.8994 -0.0277 1.5489
H 3.3680 3.1036 2.9401
H 2.5548 3.7301 1.4976
C -6.5880 3.3990 1.6700
O -6.8128 2.0114 1.9562
C -5.9979 1.5049 2.9949
C -4.5445 1.3353 2.5267
N -4.3743 0.4763 1.3834
C -4.8570 -0.8751 1.5582
C -4.3119 -1.7832 0.4399
O -2.8808 -1.6852 0.2842
C -2.1783 -2.2218 1.4156
H -5.5524 3.6125 1.4061
H -6.8043 3.9482 2.5921
H -7.2707 3.7353 0.8958
H -6.2443 2.1390 3.8552
H -6.4300 0.5454 3.2908
H -4.1816 2.3165 2.2129
H -3.9053 1.0345 3.3708
H -3.4294 0.3257 1.0397
H -4.5122 -1.3301 2.5017
H -5.9429 -0.9784 1.6312
H -4.5336 -2.8456 0.5725
H -4.7176 -1.5131 -0.5356
H -2.4307 -1.6258 2.2920
H -1.1425 -2.0403 1.1269
H -2.3130 -3.2990 1.5326

---

Entry 4:
22
Properties=species:S:1:pos:R:3 method="wB97M-V/def2-TZVPD" de_lowest_kcal_mol=0.00 energy_ev=-83630.93314 spin_multiplicity=7 molar_mass_g_mol=367.28 largest_force_ev_per_a=2.55 total_charge=-2 e_homo_ha="0.0712 / -0.0062"
Pm -0.8935 -0.9756 -0.8374
Cl -0.7803 -3.0736 -2.1898
C -0.6815 -1.4059 1.4319
H -1.4878 -1.0226 2.0830
H 0.2767 -1.0191 1.8277
H -0.6805 -2.5027 1.5115
Ni 1.5534 0.9565 -0.3577
C 0.0386 1.6558 -1.3564
C 3.0355 -0.1400 0.0851
C 1.8943 2.0057 1.0600
H 3.5729 0.0919 1.0145
H 2.4524 -1.0829 0.1834
H 3.7536 -0.2155 -0.7579
H -0.5971 2.2349 -0.6748
H 0.6404 2.3629 -1.9772
H -0.5846 1.0925 -2.0882
H 2.7243 1.8824 1.7948
H 1.1221 2.7270 1.4346
F -3.9880 -2.1630 -0.7254
C -3.4245 -0.8942 -0.5843
F -4.0530 -0.0769 -1.5226
F -3.8934 -0.4377 0.6452

---

Entry 5:
87
Properties=species:S:1:pos:R:3 method="wB97M-V/def2-TZVPD" de_lowest_kcal_mol=6.37 energy_ev=-100954.08797 molar_mass_g_mol=891.18 largest_force_ev_per_a=4.46 total_charge=0 e_homo_ha=-0.2535
W -0.3582 0.2749 0.2472
C -0.4960 2.4907 0.7125
C 0.5683 2.5639 -0.2660
C 0.0055 2.1787 -1.5289
C -1.3504 1.7795 -1.2704
C -1.7303 2.0876 0.0853
C -3.1103 2.6084 0.4891
C -3.3686 2.4433 1.9893
C -3.1665 4.1096 0.1585
C -4.2198 1.9057 -0.2952
C 0.3615 2.4750 -2.9979
C 1.8437 2.4973 -3.3800
C -0.2459 3.8649 -3.2829
C -0.3089 1.4837 -3.9648
C 1.8883 3.2573 0.1282
C 1.9224 4.6697 -0.4796
C 3.1624 2.4947 -0.2622
C 1.9657 3.4503 1.6542
H -0.4586 2.9891 1.6724
H -2.0664 1.5954 -2.0621
H -2.7759 3.1491 2.5636
H -3.1215 1.4402 2.3189
H -4.4186 2.6269 2.2033
H -2.4122 4.6598 0.7115
H -4.1393 4.5012 0.4454
H -3.0181 4.2931 -0.9024
H -4.2406 0.8488 -0.0520
H -4.0883 2.0188 -1.3683
H -5.1848 2.3353 -0.0351
H 2.3990 3.2564 -2.8432
H 1.9289 2.7362 -4.4389
H 2.3019 1.5225 -3.2305
H 0.2069 4.6284 -2.6589
H -1.3165 3.8545 -3.0900
H -0.0817 4.1310 -4.3250
H -0.0625 0.4556 -3.7227
H 0.0465 1.6816 -4.9729
H -1.3877 1.5971 -3.9831
H 2.0682 4.6544 -1.5531
H 2.7448 5.2319 -0.0417
H 0.9955 5.1959 -0.2659
H 3.1806 2.2001 -1.3031
H 3.2626 1.6163 0.3669
H 4.0285 3.1263 -0.0730
H 1.2515 4.1915 2.0047
H 2.9590 3.8116 1.9069
H 1.8103 2.5134 2.1823
N -3.6769 -0.9779 1.0713
C -3.1466 -1.4981 -0.0640
N -3.8862 -2.4232 -0.6472
C -3.4044 -2.9417 -1.7911
N -4.1769 -3.8417 -2.4297
N -2.2392 -2.6177 -2.3144
C -1.5181 -1.6866 -1.6713
N -1.9867 -0.9917 -0.5499
C -0.1904 -1.4739 -2.1071
C 0.3693 -2.2499 -3.1510
C 1.6912 -2.1303 -3.4629
C 2.4892 -1.2520 -2.6940
C 1.8951 -0.5148 -1.7047
N 0.5785 -0.5415 -1.4304
H -4.4663 -1.5114 1.4065
H -3.0356 -0.6856 1.7949
H -4.9544 -4.2097 -1.9085
H -3.7433 -4.4153 -3.1328
H -0.2917 -2.9275 -3.6643
H 2.1264 -2.6887 -4.2757
H 3.5499 -1.1678 -2.8612
H 2.4697 0.1734 -1.0955
Cl 5.4145 -2.2791 2.9757
C 3.8301 -2.1375 2.3265
C 3.1073 -3.2808 2.0132
Cl 3.8034 -4.8322 2.2522
C 1.8196 -3.1725 1.4842
Cl 0.9166 -4.5699 1.0635
C 1.2654 -1.9189 1.2533
O 0.0721 -1.6971 0.7341
C 2.0270 -0.7478 1.5263
O 1.4553 0.3849 1.1744
C 3.2923 -0.8729 2.0960
Cl 4.2106 0.5271 2.5032
B -1.9237 -1.6400 4.0388
C -1.3421 -0.6509 3.0372
N -1.0757 0.0906 2.1620
H -2.8908 -1.1201 4.5150
H -2.2170 -2.5742 3.3421
H -1.1151 -1.9373 4.8597

---

Entry 6:
34
Properties=species:S:1:pos:R:3 method="wB97M-V/def2-TZVPD" de_lowest_kcal_mol=9.55 energy_ev=-36722.16097 molar_mass_g_mol=298.32 smiles="O=C1c2cccnc2S[C@H]2[C@@H](O)[C@@H](O)[C@H](O)[C@H](CO)N12" largest_force_ev_per_a=4.43 total_charge=0 e_homo_ha=-0.3205
O -0.9479 2.5714 0.0012
N -3.7654 -1.3562 -0.4239
O 2.3922 1.1651 1.6415
O 2.9022 -2.4748 -0.7109
O 3.2821 0.3474 -1.7618
O 0.9035 -2.8683 0.8748
S -1.2293 -1.8654 -0.2934
C -1.0603 1.3739 0.0248
C -4.8849 -0.5417 -0.2979
C -2.5323 -0.7534 -0.2621
C -4.8615 0.8015 -0.1780
C -3.5976 1.4199 -0.0991
C -2.4122 0.6615 -0.1700
N 0.0871 0.6068 -0.0496
C 2.0526 1.9667 0.4625
C 2.4418 -1.2201 -0.1134
C 2.1037 -0.1513 -1.1868
C 1.2854 -1.5075 0.8483
C 1.3039 1.1081 -0.5846
C 0.0042 -0.7090 0.6302
H 2.3303 1.6242 2.4588
H 3.1388 -3.0556 -0.0462
H 3.8203 -0.3686 -2.0743
H 0.6523 -3.3145 0.0556
H -5.8118 -1.0694 -0.3179
H -5.8210 1.3811 0.0767
H -3.4426 2.4624 0.1648
H 1.2997 2.7066 0.7913
H 2.8965 2.4616 0.0805
H 3.3482 -0.6829 0.3239
H 1.6564 -0.6324 -2.0608
H 1.6486 -1.2828 1.8786
H 1.2086 1.8450 -1.3599
H -0.3918 -0.6495 1.6772